1.
{
  "formula": "C3H10N2O",
  "method": "ωB97M-V with the def2-TZVPD basis set",
  "lumo_energy_ev": 0.94,
  "smiles": "NC[C@@H](N)CO",
  "homo_lumo_gap_ha": 0.382,
  "species": ["N", "C", "C", "O", "C", "N", "H", "H", "H", "H", "H", "H", "H", "H", "H", "H"],
  "coordinates": [[1.8216, -0.2325, -0.0529], [0.3136, -0.2984, -0.2051], [-0.5901, -0.9750, 0.7593], [-0.0130, -2.1853, 1.1134], [-0.0849, 1.2511, -0.3632], [-1.3516, 1.3155, -1.1325], [2.0520, -0.1081, 0.9550], [2.2088, -1.1797, -0.2900], [0.0601, -0.7078, -1.1437], [-0.7980, -0.6224, 1.7413], [-1.4827, -0.9777, 0.1613], [0.8551, -2.1187, 0.7420], [-0.1743, 1.7542, 0.6335], [0.7697, 1.6772, -0.9400], [-2.0969, 1.1770, -0.4524], [-1.4893, 2.2305, -1.5260]],
  "forces_ev_per_a": [[-0.7154, -2.2645, 1.0434], [1.3059, 4.7239, 0.3809], [0.6143, -0.0039, 0.4458], [-0.4597, -2.1666, -0.2193], [0.2212, -1.1193, -0.3876], [0.3261, -0.1886, 0.8413], [-0.1624, 0.0231, -0.8987], [-0.1976, 1.2226, 0.1947], [0.2907, -0.5905, -1.2785], [-0.3277, 1.9341, 0.5262], [-1.0283, -0.9222, 0.1084], [0.8755, -0.6040, -0.0762], [0.3138, -0.3874, -0.6315], [-0.9058, -0.0640, 0.4296], [-0.1210, 0.0950, -0.3882], [-0.0295, 0.3121, -0.0902]]
}

2.
{
  "formula": "C4H7NO2",
  "method": "ωB97M-V with the def2-TZVPD basis set",
  "lumo_energy_ev": -0.62,
  "homo_lumo_gap_ha": 0.300,
  "species": ["O", "C", "C", "C", "N", "C", "O", "H", "H", "H", "H", "H", "H", "H"],
  "coordinates": [[0.7160, 1.7587, -0.7453], [1.2393, -0.2240, -0.7534], [0.1180, -0.4875, 0.0197], [-0.8358, -1.5269, 0.3924], [0.0784, -0.9205, 1.3810], [-0.5775, 1.1007, -0.2785], [-1.0740, 1.5325, 0.7627], [1.0414, 2.1742, 0.0724], [1.2087, -0.2897, -1.8363], [2.2110, -0.0558, -0.3029], [-0.6360, -2.5683, 0.1549], [-1.8900, -1.2544, 0.4342], [-0.4354, -0.2038, 1.9052], [-1.1639, 0.9647, -1.2062]],
  "forces_ev_per_a": [[-0.1208, 0.2495, 0.2945], [-0.1048, -0.1730, 0.0555], [0.2966, -0.1116, -0.0879], [-0.2462, -0.2147, -0.1255], [0.0219, 0.0826, 0.1951], [-0.2684, -0.0395, -0.1678], [0.1465, 0.0783, -0.1189], [0.0153, -0.0327, -0.2142], [-0.0167, 0.0315, 0.1382], [-0.0669, -0.0174, -0.0274], [0.0071, 0.1549, 0.0141], [0.1669, 0.0325, -0.0076], [0.0586, -0.0938, -0.0600], [0.1107, 0.0533, 0.1120]]
}

3.
{
  "formula": "C9H11NOS",
  "method": "ωB97M-V with the def2-TZVPD basis set",
  "lumo_energy_ev": [0.42, -3.48],
  "homo_lumo_gap_ha": [0.178, 0.183],
  "multiplicity": 3,
  "species": ["C", "C", "C", "C", "C", "C", "C", "C", "C", "N", "O", "S", "H", "H", "H", "H", "H", "H", "H", "H", "H", "H", "H"],
  "coordinates": [[0.4169, -3.0199, -1.4516], [-0.0382, -2.3423, -0.2221], [0.7759, -2.1682, -2.4750], [-0.1624, -1.0002, -0.1850], [0.7410, -0.8319, -2.3537], [0.1964, -0.1905, -1.2229], [-0.7525, 0.8273, 2.5549], [-0.1625, 2.1367, 3.1998], [0.6245, 1.3431, 2.4225], [-0.8164, 2.1030, -0.3893], [0.5574, 2.1115, -2.5085], [0.5810, 1.5697, -1.1351], [0.3064, -4.1114, -1.5401], [-0.3451, -2.8849, 0.6725], [1.0962, -2.7057, -3.3302], [-0.4690, -0.5420, 0.8559], [1.0472, -0.1919, -3.1191], [-0.9644, -0.1997, 3.0280], [-1.6185, 0.9908, 1.9032], [-0.3632, 2.7517, 4.0235], [-0.5733, 2.5490, 0.5193], [1.4170, 1.1870, 1.7936], [-1.4945, 2.6187, -1.0406]],
  "forces_ev_per_a": [[-1.4373, -0.1544, 2.7152], [-0.0477, -1.2373, -0.9550], [0.1769, -1.2648, -0.1199], [-0.8311, 0.2770, 5.6733], [0.6070, 0.3235, -0.7340], [0.7268, 2.6667, -1.7449], [-1.5004, -0.5970, 1.3412], [1.8669, -4.9494, -2.2595], [-4.2464, 2.9704, 2.0547], [-0.3864, 1.1719, 0.5622], [0.7806, -0.2556, 0.3990], [-2.3861, -1.3345, -1.0478], [0.3702, 0.7328, -0.0609], [0.1044, -0.1141, -0.3751], [0.3965, 0.2938, -1.2194], [0.4785, -0.9415, -2.5142], [0.5315, 0.5845, -1.4164], [0.7415, 1.6627, 0.1656], [0.7279, 0.1876, -0.5496], [0.1376, 1.0510, 0.5990], [-0.6875, -0.0056, -0.9031], [2.2391, -0.2054, -0.9209], [1.6375, -0.8623, 1.3107]]
}